[1]
Density functional theory data (wB97M-V/def2-TZVPD) for C25H35ClN7O2V as an isolated structure.

Structure (XYZ):
```
71
Properties=species:S:1:pos:R:3:forces:R:3
V -0.3078 0.6397 0.4338 -0.84 0.20 -0.89
Cl -0.6994 7.4770 -2.3876 0.04 0.31 -0.36
C -0.9177 5.8210 -1.9692 0.93 -0.10 0.87
C -2.1929 5.2673 -1.9979 0.03 -0.51 -0.11
C -2.4216 4.0011 -1.5028 -0.30 -0.69 0.43
C -1.3647 3.2621 -0.8709 -0.44 -0.24 -0.68
O -1.5444 2.0705 -0.3901 -0.28 -0.02 0.11
C -0.0912 3.8564 -0.8793 1.43 -1.54 0.91
C 1.0763 3.1288 -0.3229 -0.30 1.42 -0.79
O 1.2012 1.9948 0.1486 -0.48 -0.16 -0.03
C 0.1279 5.1229 -1.4161 0.17 0.63 0.05
H -2.9217 5.9085 -2.4550 -0.71 -0.21 -0.03
H -3.3990 3.4833 -1.5338 0.56 0.64 -0.06
H 2.0101 3.6986 -0.3573 0.08 0.30 -0.08
H 1.1150 5.5704 -1.3040 -0.20 -0.01 -0.22
C 0.9202 1.3459 3.6523 1.65 0.99 -0.49
N 0.3678 0.0150 3.7482 -0.91 -0.36 2.04
C -0.6760 -0.1597 4.8115 -0.22 -2.59 -0.42
C 0.5255 -0.9296 2.8099 0.00 -0.61 -1.10
N 0.9396 -0.5619 1.6118 0.73 -1.17 -0.66
C 1.5736 -1.6286 0.8533 0.57 0.36 3.05
C 2.5667 -2.4182 1.4298 0.75 0.53 1.07
C 3.0922 -3.5194 0.7595 -0.47 0.53 0.46
C 2.6548 -3.7743 -0.5105 -0.81 0.43 -2.02
C 1.7007 -2.9416 -1.1393 0.43 -1.43 0.55
C 1.1633 -1.9179 -0.3914 -0.80 2.19 -3.90
N 0.3054 -0.9263 -1.0086 -0.86 0.49 -0.61
C 0.3972 -0.5469 -2.3104 0.10 -0.47 1.13
N 1.5945 -0.5056 -2.9883 0.80 -0.57 -0.29
C 2.8838 0.0391 -2.4092 -3.74 1.37 1.44
C 1.7163 -1.0298 -4.3417 -1.43 1.71 -0.69
N -0.7231 -0.1303 -3.0058 1.96 0.10 -0.21
C -0.5648 0.9994 -3.9966 0.37 -0.34 1.10
C -2.0882 -0.4430 -2.6021 -0.03 0.55 0.37
N 0.1890 -2.2250 3.0844 -0.94 -1.32 -0.72
C 0.4987 -2.8500 4.3462 -0.66 0.12 0.65
C -0.4765 -3.1855 2.0899 -0.45 3.06 0.58
H 0.2270 2.0622 3.1809 0.10 -0.19 0.23
H 1.8808 1.4001 3.0887 -0.94 -0.58 -0.16
H 1.2868 1.7657 4.6085 -0.89 -0.51 0.02
H -0.2959 -0.6298 5.8107 -0.50 1.14 -1.82
H -1.5005 -0.8898 4.3951 1.60 1.44 0.83
H -1.1182 0.8060 4.9361 -0.29 0.47 0.49
H 2.9987 -2.0512 2.3962 -0.55 -0.72 -0.77
H 3.7680 -4.2255 1.1933 0.57 0.13 0.41
H 3.1379 -4.5328 -1.1074 -0.17 -0.38 0.09
H 1.2734 -3.1480 -2.1303 0.56 0.08 0.41
H 2.6490 0.0385 -1.3202 0.80 0.27 -0.60
H 2.8755 1.0881 -2.7743 0.65 -0.49 0.36
H 3.8035 -0.4485 -2.6079 0.42 -0.93 -0.50
H 1.2793 -0.3416 -5.1327 -0.02 -0.97 0.87
H 1.3435 -2.0443 -4.4204 -0.10 -0.08 -0.17
H 2.7360 -0.9656 -4.5782 1.51 -0.49 -0.29
H 0.3460 1.5866 -3.7284 -0.42 -0.79 -0.54
H -1.3584 1.7027 -3.7873 -0.52 0.05 -0.16
H -0.5929 0.6820 -5.0578 0.08 0.12 0.70
H -2.1501 -1.2540 -1.8579 0.40 0.28 -0.45
H -2.6553 -0.7223 -3.5070 0.04 0.27 0.47
H -2.4589 0.4810 -2.1091 -0.38 -0.60 -0.36
H 1.1971 -2.2116 4.8539 0.19 0.34 0.56
H 1.0601 -3.7576 4.1489 -0.25 -0.43 0.07
H -0.4092 -3.0264 5.0114 1.10 0.01 -0.85
H -0.8099 -2.6203 1.2054 -0.13 -0.11 0.58
H -1.3017 -3.6420 2.6030 -0.70 0.13 0.34
H 0.0620 -3.9944 1.7113 1.92 -1.05 -0.24
C -4.6816 -1.0298 1.3234 -0.31 -0.20 -3.07
C -3.3286 -0.5106 1.1392 1.02 -1.37 0.05
N -2.2042 -0.2994 0.9911 -0.85 0.28 0.11
H -5.0306 -0.8979 2.2902 -0.41 -0.32 2.00
H -4.9562 -2.0085 0.8005 1.14 0.95 1.22
H -5.3029 -0.3689 0.7426 -0.42 0.64 -0.27
```
Forces are in eV/Å.

Summary:
- E_HOMO (spin up / spin down) (eV) = -9.7217 / -10.2557
- spin multiplicity = 4
- calculated total energy (Eh) = -2911.4012
- charge = +1
- gap between HOMO and LUMO (spin up / spin down) (eV) = 7.41 / 7.81

[2]
Density functional theory data (wB97M-V/def2-TZVPD) for C25H35CrN3 as an isolated structure.

Structure (XYZ):
```
64
Properties=species:S:1:pos:R:3:forces:R:3
C -2.5803 0.2261 -1.1352 -2.55 0.89 -0.73
C -3.4451 1.0553 -2.1197 -0.72 -0.53 0.34
H -2.0613 -0.5772 -1.7333 -0.67 0.44 0.41
H -3.2050 -0.2982 -0.4198 0.04 0.07 -0.16
H -1.9818 0.9089 -0.4658 -0.62 -0.24 -0.47
H -3.0163 1.1510 -3.1204 -0.04 -0.09 0.34
H -4.4231 0.5700 -2.2325 0.09 0.06 0.03
H -3.6234 2.0580 -1.7206 -0.02 -0.15 -0.13
C 0.8077 -2.6072 -1.4839 0.16 0.38 -0.23
C 1.8085 -3.5514 -1.6900 0.01 0.23 -0.12
C 2.9566 -3.1813 -2.3879 -0.47 0.07 -0.06
C 3.0513 -1.8675 -2.8234 -0.06 0.49 0.08
H -0.0625 -2.8868 -0.9042 0.28 0.12 -0.38
H 1.6620 -4.5531 -1.2947 0.13 0.18 -0.07
H 3.7632 -3.8883 -2.5551 -0.12 0.10 -0.05
H 3.9375 -1.4892 -3.3353 -0.18 -0.29 0.28
N 0.8762 -1.3193 -1.8875 1.86 -1.03 -0.70
C 2.0436 -0.9448 -2.4989 -0.59 -1.32 0.68
C 2.3376 0.4865 -2.4839 0.21 2.05 0.19
N 1.6642 1.1942 -1.5419 1.07 -0.33 0.00
C 2.0698 2.4456 -1.2576 -0.20 -0.27 -0.62
C 3.7327 2.4048 -2.9977 -0.49 -0.36 0.33
C 3.1013 3.0776 -1.9488 -0.14 -0.16 0.09
H 1.4907 2.9969 -0.5034 0.37 -0.41 -0.27
H 3.3626 4.0950 -1.6687 0.06 -0.21 -0.13
C 3.3422 1.0946 -3.2665 -0.39 -0.25 0.32
H 3.7848 0.5081 -4.0647 0.10 0.25 0.04
H 4.5064 2.8891 -3.5807 -0.05 -0.06 0.00
Cr -0.5129 0.2473 -1.2624 2.49 0.58 0.87
C -0.7631 1.9891 -2.3987 0.03 0.62 -0.66
H -0.4929 1.6033 -3.3943 -0.07 0.34 -0.31
H -0.0789 2.8210 -2.1995 0.02 -0.15 -0.04
H -1.7505 2.4614 -2.4751 0.48 -0.16 -0.06
C 0.3218 -0.0604 5.3646 0.08 -0.13 0.26
C 0.1745 0.4371 3.9546 0.19 0.34 -0.60
C 0.1715 1.8108 3.7035 -0.14 0.02 0.18
C 0.0683 2.3040 2.3991 0.34 -0.52 0.00
C 0.0425 3.7908 2.1911 0.16 0.32 -0.05
C -0.0146 1.4118 1.3293 -0.02 0.12 0.23
C -0.1908 0.0154 1.5580 -0.59 -0.48 -0.13
C 0.0337 -0.4456 2.8842 0.00 0.16 0.27
N -0.6806 -0.7668 0.5239 0.19 -0.32 0.32
C -1.4827 -1.9840 0.8723 0.93 0.78 0.30
C -0.5534 -3.0721 1.4538 0.04 -0.73 0.11
C -2.5572 -1.6336 1.9048 -0.31 -0.18 0.25
C -2.2484 -2.5955 -0.3250 -0.21 -0.22 0.12
H 1.2199 0.3551 5.8403 -0.15 -0.08 -0.11
H -0.5327 0.2359 5.9888 0.14 -0.06 -0.18
H 0.3979 -1.1518 5.3932 -0.02 0.13 0.02
H 0.2589 2.5117 4.5380 -0.08 -0.15 -0.21
H -0.7488 4.2576 2.7969 0.19 -0.15 -0.20
H 0.9929 4.2541 2.4981 -0.22 -0.11 -0.11
H -0.1422 4.0378 1.1419 0.01 0.05 0.09
H 0.0049 1.7986 0.2930 -0.37 -0.03 0.72
H 0.0510 -1.5123 3.1026 -0.08 0.43 -0.09
H -0.7592 -3.2228 2.5196 0.23 -0.04 -0.15
H -0.7491 -4.0360 0.9676 0.15 0.02 0.17
H 0.5075 -2.8380 1.3037 -0.28 0.04 0.19
H -3.2055 -0.8277 1.5391 0.11 -0.18 0.09
H -3.1651 -2.5283 2.0780 -0.10 0.11 0.07
H -2.1340 -1.3214 2.8617 -0.12 -0.04 -0.20
H -3.2742 -2.2294 -0.3565 0.08 -0.06 -0.16
H -1.7981 -2.4391 -1.3038 -0.06 0.00 0.06
H -2.3106 -3.6750 -0.1645 -0.10 0.09 -0.10
```
Forces are in eV/Å.

Summary:
- E_HOMO (spin up / spin down) (eV) = -6.0570 / -6.2478
- spin multiplicity = 5
- calculated total energy (Eh) = -2182.2285
- energy above the lowest of the compared OMol25 structures with the same formula, charge and spin (kcal per mole) = 0.0
- gap between HOMO and LUMO (spin up / spin down) (eV) = 5.68 / 5.77

[3]
Density functional theory data (wB97M-V/def2-TZVPD) for a 2-piece molecular cluster, C25H35F13N3O5S2 overall.

Structure (XYZ):
```
83
Properties=species:S:1:pos:R:3:forces:R:3
C 1.6150 -5.1576 -0.3867 0.08 -0.14 0.49
O 1.8097 -4.4802 -1.6073 0.05 0.01 0.02
C 1.9070 -3.1023 -1.3810 -0.19 0.17 -0.63
C 1.7966 -2.3227 -2.6909 -0.03 0.43 0.51
C 2.5167 -0.9659 -2.6546 -0.56 0.18 -0.40
C 1.7219 0.1230 -1.9047 0.27 -1.14 0.56
C 2.0022 0.0221 -0.3806 0.15 0.13 -0.26
C 2.0128 1.3360 0.3559 0.14 -1.02 -0.64
C 3.1667 2.0739 0.2451 0.45 -0.28 -0.26
N 4.2183 1.5681 -0.5828 0.53 1.36 0.02
C 5.5405 1.4796 0.1049 0.15 0.03 -0.35
C 4.2604 2.3129 -1.7810 -0.73 0.63 -0.84
C 5.3727 2.0661 -2.7639 0.04 -0.47 0.73
O 3.3835 3.1310 -2.0473 0.59 -0.77 0.56
C 3.2756 3.2902 0.9060 1.30 0.24 -0.43
N 4.4169 4.1106 0.7987 -0.89 0.22 -0.43
C 2.2429 3.6748 1.6764 -0.28 0.76 0.75
N 1.1214 2.9541 1.7908 -0.63 0.17 0.17
C 0.0910 3.4875 2.6917 0.82 0.12 0.21
S 0.1854 2.6965 4.3302 -1.33 -0.01 0.63
O -0.1492 3.6942 5.2815 0.51 0.82 0.19
O -0.6139 1.5154 4.3484 0.46 -0.69 -0.55
C 0.9673 1.8015 1.1197 -0.93 -0.61 0.35
C -0.3348 1.0610 1.2380 -0.38 0.36 -0.52
C -1.5113 1.8583 0.5820 0.71 -0.13 0.62
C -1.9054 1.3185 -0.7791 -0.23 1.09 0.83
F -0.9012 1.6474 -1.6140 0.36 -0.21 -0.45
F -2.0221 -0.0175 -0.7656 -0.13 -0.38 -0.20
C -3.2089 2.0185 -1.3285 0.75 -0.63 -0.92
F -2.9513 2.4223 -2.5834 -0.03 -0.07 -0.25
F -3.4615 3.1266 -0.6231 -0.25 0.05 0.51
C -4.4614 1.1212 -1.4400 -0.75 0.58 0.51
F -5.4080 1.8640 -2.0493 -0.09 0.16 -0.04
F -4.2337 0.0734 -2.2219 0.49 -0.22 -0.01
C -5.0815 0.6452 -0.0848 -0.51 -0.44 -0.22
F -4.1512 0.4832 0.8836 0.37 0.29 -0.08
F -5.6233 -0.5568 -0.3065 -0.07 -0.28 -0.08
C -6.2210 1.5294 0.4808 -0.22 0.19 0.75
F -7.3514 1.3145 -0.1866 -0.06 -0.25 -0.38
F -5.9399 2.8414 0.4141 0.34 -0.01 -0.01
C -6.5247 1.2115 1.9880 -0.96 0.70 -0.24
F -5.6176 1.7564 2.7909 0.31 -0.37 0.02
F -6.6606 -0.0885 2.2047 0.40 -0.03 0.10
F -7.6975 1.7976 2.2648 0.16 -0.09 0.02
H 0.6786 -4.8726 0.0990 -0.16 0.11 -0.11
H 1.5723 -6.2275 -0.5376 0.01 -0.11 -0.33
H 2.4247 -4.9407 0.3188 0.15 0.03 -0.02
H 1.0645 -2.8068 -0.7440 0.12 0.14 0.32
H 2.8521 -2.8278 -0.8959 0.08 -0.24 0.28
H 0.7417 -2.0962 -2.8345 -0.15 -0.21 -0.42
H 2.1460 -2.8941 -3.5444 0.11 -0.31 0.09
H 2.5961 -0.6493 -3.6930 0.22 0.12 -0.09
H 3.5201 -1.0610 -2.2411 0.20 -0.01 -0.06
H 1.9144 1.1117 -2.3023 -0.01 0.18 0.05
H 0.6822 -0.1417 -2.0468 -0.34 0.45 -0.22
H 1.3613 -0.7198 0.0758 -0.24 0.01 0.15
H 3.0074 -0.3710 -0.2808 0.14 -0.10 0.13
H 5.4115 1.3898 1.1743 -0.19 -0.20 0.16
H 6.1112 2.3854 -0.0651 0.17 0.08 0.06
H 6.1185 0.6432 -0.2703 -0.14 -0.25 0.03
H 4.9177 1.6998 -3.6761 -0.07 0.00 -0.20
H 5.8798 3.0012 -2.9718 0.03 0.14 -0.07
H 6.0834 1.3311 -2.3979 0.10 -0.02 -0.15
H 4.1986 4.9943 1.2476 0.39 0.03 0.17
H 4.5030 4.3514 -0.1894 0.39 -0.15 0.01
H 2.3026 4.6080 2.2077 -0.25 0.16 0.18
H -0.9123 3.4508 2.2919 -0.15 -0.40 0.12
H 0.3174 4.5296 2.8773 0.08 0.17 0.03
H 1.5127 2.3844 4.4251 -0.11 0.01 -0.23
H -0.2158 0.1185 0.7263 -0.07 -0.20 0.01
H -0.5607 0.8365 2.2748 -0.05 0.01 0.08
H -2.3414 1.9482 1.2726 -0.21 -0.22 -0.08
H -1.1464 2.8627 0.3967 -0.26 0.27 -0.25
C -2.5599 -6.3509 1.8164 -0.01 0.11 0.06
S -2.3642 -7.4011 0.3698 -0.07 -0.14 0.01
O -0.9932 -7.1740 -0.1552 0.03 0.14 0.03
C -3.4927 -6.4815 -0.6842 -0.06 0.10 -0.04
H -1.9001 -6.7266 2.5957 0.01 -0.05 -0.04
H -2.2867 -5.3250 1.5660 0.01 -0.02 -0.05
H -3.5929 -6.3962 2.1612 0.00 -0.03 -0.01
H -3.1569 -5.4475 -0.7696 0.05 -0.02 0.02
H -4.4974 -6.5226 -0.2633 0.01 -0.03 0.01
H -3.4906 -6.9492 -1.6662 0.04 -0.05 0.02
```
Forces are in eV/Å.

Summary:
- E_HOMO (eV) = -10.4951
- calculated total energy (Eh) = -3608.4121
- charge = +1
- gap between HOMO and LUMO (eV) = 6.25

Question: Which of these has the lowest calculated total energy?
Answer: C25H35F13N3O5S2

Question: Which formula does entry 3 have?
Answer: C25H35F13N3O5S2